25
Properties=species:S:1:pos:R:3 method="wB97M-V/def2-TZVPD" e_above_lowest_kcal_mol=36.7 mol_weight_da=119.208 smiles=CC(C)C[C@H](C)N.O charge=0
C -1.38 0.75 -1.35
C -0.22 -0.32 -1.25
C -0.25 -0.94 0.13
C 0.09 0.22 1.21
C 1.20 -0.27 2.06
C -1.20 0.54 2.00
N -0.28 -1.22 -2.40
H -1.54 0.83 -2.44
H -1.12 1.63 -0.80
H -2.29 0.46 -0.87
H 0.70 0.28 -1.29
H -1.26 -1.18 0.47
H 0.52 -1.71 0.22
H 0.25 1.11 0.56
H 1.32 0.35 3.01
H 2.10 -0.54 1.51
H 0.88 -1.13 2.70
H -1.58 1.55 2.05
H -0.85 0.32 3.03
H -2.13 -0.04 1.97
H 0.61 -1.69 -2.56
H -1.04 -1.88 -2.21
H 1.82 1.07 -2.33
H 3.01 0.51 -1.49
O 2.66 1.30 -1.92



67
Properties=species:S:1:pos:R:3 method="wB97M-V/def2-TZVPD" total_energy_ev=-67527.20376 mol_weight_da=488.609 smiles="CC(=O)OCCCCCCCCO[P@](=O)(OCCCS)ON=C=S.COC[C@@H](C)N" charge=0
C 5.48 1.86 0.36
C 5.91 0.30 -0.08
O 6.71 0.20 -1.14
O 5.35 -0.81 0.71
C 6.13 -2.05 0.57
C 5.19 -3.33 1.09
C 4.64 -4.09 -0.28
C 3.25 -4.95 -0.01
C 2.48 -5.28 -1.44
C 0.95 -4.66 -1.51
C 0.85 -3.32 -2.49
C 0.56 -2.05 -1.50
O -0.07 -0.88 -2.14
P -0.30 0.41 -0.94
O 1.04 1.21 -0.66
O -1.14 -0.12 0.49
C -0.19 -0.65 1.51
C -0.82 -2.05 2.08
C -0.37 -2.46 3.60
S 1.47 -2.95 3.73
O -1.39 1.57 -1.74
N -2.53 1.66 -0.99
C -2.41 2.78 -0.16
S -1.89 3.89 1.06
H 6.46 2.46 0.65
H 4.97 2.33 -0.61
H 4.72 1.77 1.26
H 7.12 -2.06 1.22
H 6.43 -2.32 -0.54
H 5.77 -4.03 1.82
H 4.28 -2.86 1.67
H 5.48 -4.84 -0.68
H 4.42 -3.26 -1.07
H 3.51 -5.97 0.54
H 2.58 -4.30 0.73
H 2.37 -6.46 -1.50
H 3.12 -4.88 -2.35
H 0.65 -4.42 -0.39
H 0.20 -5.53 -1.84
H 0.02 -3.52 -3.29
H 1.92 -3.15 -2.97
H -0.20 -2.43 -0.68
H 1.59 -1.71 -1.06
H -0.04 0.17 2.35
H 0.86 -0.90 1.04
H -0.57 -3.00 1.40
H -2.00 -1.91 2.11
H -0.63 -1.67 4.42
H -0.96 -3.46 3.87
H 1.49 -3.74 4.92
C -5.95 7.21 -1.07
C -5.03 5.99 -1.07
C -5.77 4.66 -1.33
O -6.49 4.15 -0.19
C -7.77 4.73 -0.01
N -4.28 5.96 0.20
H -6.55 7.28 -0.16
H -5.36 8.13 -1.14
H -6.63 7.18 -1.93
H -4.31 6.13 -1.89
H -5.02 3.89 -1.56
H -6.42 4.72 -2.20
H -8.26 4.95 -0.97
H -7.70 5.62 0.60
H -8.39 4.00 0.53
H -3.60 5.19 0.15
H -4.93 5.66 0.93



84
Properties=species:S:1:pos:R:3 method="wB97M-V/def2-TZVPD" total_energy_ev=-51017.45889 mol_weight_da=616.788 charge=+1
O -1.20 -1.43 -1.40
O 1.09 0.81 -3.49
C -0.27 -2.53 -1.93
C -0.87 -3.90 -1.74
H 0.68 -2.39 -1.38
H -0.09 -2.29 -2.99
H -0.99 -4.15 -0.68
H -0.14 -4.61 -2.17
H -1.82 -4.00 -2.26
C -2.20 -0.87 -2.30
C -1.94 -1.18 -3.76
H -2.21 0.21 -2.13
H -3.17 -1.27 -2.00
H -0.97 -0.78 -4.10
H -2.72 -0.71 -4.38
H -1.99 -2.25 -3.92
C 0.39 2.22 -3.36
C 2.32 0.61 -4.38
C -0.62 2.26 -4.45
H 1.17 2.98 -3.40
H -0.04 2.14 -2.35
H -0.16 2.12 -5.43
H -1.15 3.21 -4.43
H -1.35 1.45 -4.30
C 1.91 0.85 -5.78
H 2.56 -0.44 -4.17
H 3.10 1.27 -4.02
H 1.01 0.29 -6.02
H 2.71 0.52 -6.45
H 1.71 1.91 -5.97
H 1.43 0.55 -2.59
La -0.51 -0.57 0.63
C 1.99 0.18 -0.81
Si 3.43 0.46 0.31
H 2.29 -0.61 -1.56
H 1.78 1.19 -1.24
C 4.88 -0.54 -0.42
C 3.34 0.00 2.14
C 3.79 2.32 0.16
C -2.53 -1.76 1.07
Si -3.68 -0.27 1.03
H -2.54 -2.28 2.06
H -2.76 -2.56 0.31
C -5.07 -0.64 -0.17
C -2.92 1.37 0.44
C -4.29 0.05 2.76
H 3.30 2.72 -0.74
H 4.87 2.54 0.10
H 3.41 2.85 1.04
H 4.77 -1.62 -0.22
H 5.86 -0.25 -0.03
H 4.91 -0.40 -1.51
H 2.65 -0.85 2.32
H 2.97 0.87 2.72
H 4.34 -0.27 2.51
H -3.38 1.63 -0.52
H -1.83 1.53 0.36
H -3.26 2.10 1.19
H -5.16 0.71 2.73
H -3.50 0.53 3.36
H -4.57 -0.88 3.26
H -5.95 -0.03 0.07
H -5.36 -1.69 -0.12
H -4.80 -0.42 -1.21
C 0.94 3.60 3.52
C 1.09 3.10 4.81
C 0.80 1.76 5.02
C 0.36 0.95 3.97
N 0.19 1.43 2.71
C 0.49 2.74 2.50
C 0.13 -0.51 4.19
C 0.06 -1.05 5.52
C -0.06 -2.43 5.72
C -0.12 -3.29 4.62
C -0.06 -2.74 3.31
C 0.02 -1.38 3.11
H 1.17 4.64 3.28
H 1.42 3.73 5.64
H 0.90 1.32 6.01
H 0.35 3.12 1.48
H 0.08 -0.38 6.38
H -0.11 -2.82 6.74
H -0.22 -4.37 4.77
H -0.10 -3.43 2.45



17
Properties=species:S:1:pos:R:3 method="wB97M-V/def2-TZVPD" e_above_lowest_kcal_mol=44.5 mol_weight_da=76.139 smiles=CCO.CC charge=0
C -2.45 0.61 -2.39
C -1.36 -0.23 -1.78
H -3.20 -0.10 -2.79
H -2.91 1.38 -1.62
H -2.20 1.40 -3.17
H -1.69 -0.55 -0.82
H -1.00 -1.04 -2.55
H -0.38 0.53 -1.75
C 0.93 0.27 1.56
C 0.74 -1.01 0.83
O 2.27 0.32 2.04
H 0.72 1.19 1.09
H 0.23 0.37 2.55
H 0.32 -0.95 -0.19
H 2.91 0.75 1.44
H 0.15 -1.70 1.47
H 1.65 -1.58 0.70



25
Properties=species:S:1:pos:R:3 method="wB97M-V/def2-TZVPD" total_energy_ev=-87244.74154 mol_weight_da=429.175 charge=+2
Pt 0.85 0.64 -0.59
N 1.63 0.88 1.27
C 1.48 2.27 1.79
C 1.77 3.19 0.62
N 0.87 2.77 -0.48
H 1.26 0.19 1.92
H 2.62 0.68 1.18
H 2.18 2.46 2.62
H 0.47 2.38 2.18
H 2.79 3.07 0.26
H 1.64 4.24 0.89
H 1.08 3.25 -1.35
H -0.09 3.02 -0.24
O -2.86 -4.20 -1.39
C -2.11 -3.18 -1.05
C -2.10 -2.59 0.23
C -1.26 -1.53 0.47
N -0.45 -1.03 -0.47
C -0.50 -1.60 -1.69
Br 0.68 -0.65 -2.86
C -1.28 -2.65 -2.05
H -3.42 -4.53 -0.67
H -2.73 -2.97 1.02
H -1.23 -1.06 1.44
H -1.28 -3.06 -3.05



18
Properties=species:S:1:pos:R:3 method="wB97M-V/def2-TZVPD" total_energy_ev=-46852.83171 s_squared=12.00 mol_weight_da=202.044 spin_multiplicity=7 charge=0
O -2.32 -2.57 2.28
C -2.11 -1.42 1.89
O -2.48 -0.32 2.31
O 0.00 -1.36 0.48
C -1.20 -1.34 0.52
O -1.85 -1.56 -0.67
C -3.01 -0.81 -1.09
C -3.13 -0.97 -2.58
O -2.97 -2.35 -2.89
C -3.35 -2.69 -4.22
Mn -1.46 -3.34 -1.72
H -2.87 0.25 -0.83
H -3.88 -1.23 -0.57
H -2.36 -0.39 -3.11
H -4.12 -0.62 -2.89
H -3.11 -3.74 -4.38
H -4.43 -2.53 -4.35
H -2.79 -2.07 -4.94



48
Properties=species:S:1:pos:R:3 method="wB97M-V/def2-TZVPD" total_energy_ev=-63626.50018 mol_weight_da=446.841 charge=0
C 0.64 3.99 1.80
O 0.21 4.25 0.41
C -1.06 4.99 0.35
C -2.38 4.07 0.80
C -2.92 3.07 -0.38
C -2.00 1.74 -0.65
C -1.08 1.26 0.62
N -0.99 -0.28 0.55
C -1.37 -0.97 1.84
C -1.13 -2.58 1.52
N -0.66 -2.56 0.07
C -0.31 -3.90 -0.55
C 1.09 -4.43 0.12
C 2.43 -4.12 -0.79
C 3.31 -2.83 -0.28
F 2.47 -1.78 0.38
F 4.30 -3.31 0.75
C 4.22 -2.11 -1.46
F 5.48 -2.90 -1.63
F 3.56 -2.06 -2.79
F 4.61 -0.69 -1.12
C -0.54 -1.18 -0.58
S 0.03 -0.68 -2.29
O 1.20 0.34 -2.24
O -1.19 -0.17 -3.16
F 0.65 -2.05 -3.18
H 0.82 4.96 2.45
H 1.63 3.33 1.72
H -0.12 3.30 2.41
H -1.24 5.56 -0.66
H -0.99 5.84 1.19
H -3.25 4.87 0.98
H -2.21 3.56 1.85
H -4.07 2.83 -0.16
H -2.92 3.69 -1.40
H -1.27 1.91 -1.58
H -2.75 0.84 -0.87
H 0.00 1.65 0.43
H -1.52 1.50 1.68
H -1.74 -0.50 2.86
H -1.26 -3.53 2.20
H -1.16 -4.66 -0.19
H -0.34 -3.92 -1.72
H 1.24 -4.03 1.23
H 1.03 -5.61 0.22
H 2.15 -4.08 -1.93
H 3.13 -5.08 -0.65
Cl -3.74 2.44 1.83



8
Properties=species:S:1:pos:R:3 method="wB97M-V/def2-TZVPD" e_above_lowest_kcal_mol=190.8 mol_weight_da=83.037 charge=0
C -0.69 0.77 0.62
N 0.70 -0.47 -1.60
O 0.17 0.34 1.43
F 1.80 -0.80 -0.93
F -0.25 -1.43 -1.27
H -1.28 0.33 -0.20
H -0.59 1.82 0.34
H 0.14 -0.55 1.60



80
Properties=species:S:1:pos:R:3 method="wB97M-V/def2-TZVPD" e_above_lowest_kcal_mol=108.7 mol_weight_da=558.470 charge=0
O -5.41 -0.20 -1.89
H -4.99 -0.54 -2.68
H -4.89 0.48 -1.45
H -5.55 -0.99 -1.36
As 0.14 -0.67 0.60
F -0.29 -2.26 -0.04
F 1.78 -0.68 -0.18
F 0.51 0.93 1.40
F -1.43 -0.61 1.40
F 0.97 -1.46 2.01
F -0.62 0.13 -0.81
C 9.03 -2.56 1.31
C 7.74 -1.75 1.03
O 7.44 -1.80 -0.39
H 9.19 -2.73 2.37
H 9.92 -2.17 0.81
H 8.87 -3.61 1.07
H 7.88 -0.71 1.33
H 6.96 -2.13 1.68
H 6.53 -1.50 -0.44
C 4.06 4.65 -1.08
C 5.48 4.83 -1.67
O 5.43 5.93 -2.65
H 3.37 4.57 -1.92
H 3.73 5.51 -0.50
H 3.99 3.78 -0.43
H 5.66 3.99 -2.34
H 6.27 5.01 -0.95
H 5.18 6.73 -2.19
C -5.62 -4.83 3.14
C -6.55 -4.28 2.02
O -5.69 -3.71 1.06
H -5.27 -3.95 3.68
H -4.83 -5.50 2.80
H -6.08 -5.41 3.94
H -7.23 -3.48 2.30
H -6.96 -5.09 1.41
H -4.83 -3.89 1.44
C -6.71 5.22 1.09
C -5.35 4.64 1.53
O -5.56 3.23 1.68
H -7.43 4.90 1.84
H -7.01 4.91 0.09
H -6.68 6.31 1.11
H -5.04 5.03 2.50
H -4.62 4.96 0.78
H -4.71 2.92 1.98
C 3.86 -6.18 -2.10
C 3.10 -7.54 -2.08
O 3.12 -7.97 -3.44
H 4.91 -6.27 -2.39
H 3.92 -5.75 -1.10
H 3.29 -5.57 -2.80
H 2.06 -7.56 -1.75
H 3.62 -8.23 -1.42
H 3.92 -8.46 -3.64
C -0.65 0.59 7.28
C -1.82 1.49 6.95
C -2.16 2.43 8.15
O -1.53 2.36 5.92
H -0.41 -0.11 6.47
H -0.64 -0.12 8.10
H 0.22 1.26 7.30
H -2.61 0.77 6.74
H -2.88 3.18 7.81
H -1.26 2.86 8.58
H -2.66 1.92 8.97
H -1.02 1.83 5.31
C 0.54 2.61 -7.79
C -0.62 1.77 -7.30
C -1.55 1.68 -8.54
O -0.24 0.47 -6.92
H 0.31 3.61 -8.16
H 1.30 2.17 -8.43
H 1.05 2.81 -6.84
H -1.10 2.22 -6.43
H -2.44 1.14 -8.22
H -1.09 1.29 -9.45
H -1.87 2.69 -8.78
H 0.58 0.48 -6.43



22
Properties=species:S:1:pos:R:3 method="wB97M-V/def2-TZVPD" e_above_lowest_kcal_mol=80.0 mol_weight_da=122.168 charge=0
C 0.47 -0.13 1.24
C 0.38 -0.68 -0.49
C -0.97 -0.09 1.77
C 0.46 -2.21 -0.46
N -0.84 -0.22 -1.19
O 1.13 1.01 1.46
H 0.79 1.91 0.63
H 1.02 -0.98 1.67
H 1.25 -0.35 -1.08
H -1.66 -0.54 -0.70
H -0.89 -0.62 -2.12
H -0.93 0.08 2.84
H -1.52 0.73 1.30
H -1.49 -1.03 1.59
H -0.33 -2.63 0.18
H 1.42 -2.54 -0.07
H 0.33 -2.64 -1.46
N 0.64 2.33 -0.65
O -0.63 2.44 -1.29
H -0.90 1.47 -1.35
H 1.15 3.19 -0.79
H 1.12 1.48 -1.02



15
Properties=species:S:1:pos:R:3 method="wB97M-V/def2-TZVPD" e_above_lowest_kcal_mol=42.5 s_squared=0.75 mol_weight_da=138.028 spin_multiplicity=2 charge=0
Br -1.04 -4.12 2.45
H -1.34 -2.81 1.97
C 0.39 1.05 -0.70
C -0.59 1.39 0.43
C -0.32 0.03 -1.53
C 1.51 0.35 -0.02
H -0.15 1.11 1.41
H -0.86 2.44 0.53
H -1.56 0.87 0.25
H 0.26 -0.91 -1.51
H -1.36 -0.12 -1.17
H -0.42 0.27 -2.59
H 1.59 -0.68 -0.42
H 2.50 0.77 -0.18
H 1.39 0.35 1.07



19
Properties=species:S:1:pos:R:3 method="wB97M-V/def2-TZVPD" e_above_lowest_kcal_mol=32.5 mol_weight_da=119.140 charge=-1
C -1.61 1.15 0.17
C -2.42 1.32 -1.14
C -1.20 -0.29 0.53
O -1.62 -1.17 -0.24
O -0.38 -0.28 1.49
H -0.67 1.72 0.23
H -2.38 1.37 0.96
H -2.72 2.37 -1.21
H -3.02 0.44 -1.33
H -1.62 1.34 -1.92
C 2.11 -1.33 0.69
C 2.20 -0.07 -0.17
O 1.18 -2.34 0.38
H 3.13 -1.76 0.62
H 2.07 -1.25 1.80
H 2.45 0.80 0.43
H 0.30 -1.95 0.28
H 1.21 0.15 -0.67
H 3.00 -0.22 -0.90